Density functional theory data (ωB97M-V with the def2-TZVPD basis set) for a cluster of 2 separate species, C6H17NO2 in total in a non-equilibrium geometry.

The geometry in ORCA input format:
```
! wB97M-V def2-TZVPD RIJCOSX def2/J DEFGRID3
* xyz 0 1
C -0.819 -0.015 -1.708
C 0.019 -1.008 -0.932
C 0.540 -2.131 -1.802
C -0.680 -1.521 0.298
C 1.515 -0.072 -0.392
H -0.281 0.352 -2.581
H -1.095 0.835 -1.086
H -1.743 -0.486 -2.056
H 1.192 -2.800 -1.238
H -0.289 -2.724 -2.203
H 1.105 -1.738 -2.647
H -0.708 -0.736 1.065
H -1.710 -1.811 0.076
H -0.158 -2.369 0.739
H 1.970 -0.759 0.320
H 1.778 0.987 -0.335
H 2.106 -0.214 -1.296
N -1.506 1.819 1.342
C -0.105 1.601 1.488
O 0.594 2.769 1.189
O 0.177 1.199 2.822
H -1.826 2.572 1.948
H -2.034 0.988 1.579
H 0.476 0.787 0.684
H 0.358 3.453 1.833
H 1.123 1.022 2.891
*
```

Values from the calculation:
total energy	-12080.83429	eV
LUMO level	0.02709	Eh
orbital gap	10.149	eV
SMILES	CC(C)(C)C.NC(O)O
relative energy (zero: lowest compared OMol25 entry of this formula, charge and spin)	49.2	kcal/mol

Mulliken population analysis, charges in e, atoms 1 to 2: -1.4522, 1.5633

---

Density functional theory data (ωB97M-V with the def2-TZVPD basis set) for a structure of composition C23H15AsN4O10RuS in a non-equilibrium geometry.

The geometry in ORCA input format:
```
! wB97M-V def2-TZVPD RIJCOSX def2/J DEFGRID3
* xyz -1 2
Ru 0.577 -0.490 1.003
O -2.287 2.141 -1.492
C -1.429 1.731 -0.739
O -0.299 1.026 -1.300
C -1.241 1.907 0.650
C -2.028 2.894 1.291
C -1.779 3.255 2.578
C -0.670 2.632 3.214
C 0.045 1.667 2.595
N -0.262 1.184 1.317
C 1.251 1.026 3.239
O 1.614 1.389 4.347
O 1.824 0.140 2.493
H -2.805 3.360 0.700
H -2.365 4.011 3.081
H -0.350 2.889 4.216
O -1.337 -2.986 -2.336
As -0.246 -2.448 -0.991
O -1.231 -1.472 -0.059
O 0.966 -1.607 -1.711
C 0.203 -4.210 -0.278
C -0.130 -5.299 -1.078
C 0.162 -6.596 -0.674
C 0.785 -6.818 0.542
C 1.124 -5.739 1.347
C 0.839 -4.445 0.945
S 1.376 -3.095 1.996
O 0.143 -2.409 2.402
O 2.152 -3.695 3.043
O 2.088 -2.232 1.042
H -2.219 -2.730 -2.040
H -0.625 -5.133 -2.024
H -0.100 -7.427 -1.316
H 1.014 -7.825 0.866
H 1.625 -5.877 2.295
N -5.723 -3.046 -8.662
C -4.976 -2.589 -7.918
C -4.041 -2.011 -6.990
C -4.300 -2.044 -5.622
C -3.398 -1.492 -4.732
C -2.238 -0.893 -5.206
C -1.982 -0.846 -6.569
C -2.877 -1.410 -7.458
N -1.311 -0.320 -4.303
C 0.040 -0.099 -4.540
C 0.555 0.459 -3.427
N -0.491 0.588 -2.551
C -1.600 0.095 -3.059
H -5.202 -2.514 -5.256
H -3.604 -1.541 -3.673
H -1.094 -0.354 -6.941
H -2.681 -1.376 -8.521
H 0.527 -0.433 -5.436
H 1.558 0.703 -3.131
H -2.549 0.076 -2.561
*
```

Values from the calculation:
total energy	-124784.10094	eV
LUMO level (spin up / spin down)	0.03312 / 0.03314	Eh
orbital gap (spin up / spin down)	4.437 / 4.522	eV
relative energy (zero: lowest compared OMol25 entry of this formula, charge and spin)	162.8	kcal/mol

Mulliken population analysis, charges in e, atoms 1 to 2: 0.8625, -0.7072

---

Density functional theory data (ωB97M-V with the def2-TZVPD basis set) for a structure of composition C28H39CrN4O3Si.

The geometry in ORCA input format:
```
! wB97M-V def2-TZVPD RIJCOSX def2/J DEFGRID3
* xyz 0 4
Cr 0.575 0.403 -0.701
O 1.926 1.385 0.435
N 1.475 2.239 1.269
N 0.224 2.386 1.206
O -0.521 1.726 0.335
C -0.445 3.289 2.125
C -1.810 3.444 1.994
C -2.476 4.296 2.869
C -1.778 4.975 3.854
C -0.403 4.796 3.972
C 0.273 3.947 3.112
H -2.344 2.886 1.238
H -3.548 4.416 2.778
H -2.300 5.635 4.536
H 0.149 5.313 4.745
H 1.338 3.792 3.204
C 4.151 -1.001 -2.596
C 3.646 -1.604 -3.741
C 2.282 -1.672 -3.933
C 1.421 -1.147 -2.971
N 1.929 -0.583 -1.859
C 3.252 -0.497 -1.683
C -0.056 -1.092 -3.091
C -0.723 -1.754 -4.120
C -2.096 -1.623 -4.247
C -2.787 -0.816 -3.349
C -2.112 -0.182 -2.312
C -0.734 -0.321 -2.126
H 5.213 -0.917 -2.412
H 4.319 -2.007 -4.488
H 1.873 -2.111 -4.831
H 3.576 -0.001 -0.776
H -0.183 -2.380 -4.822
H -2.624 -2.141 -5.038
H -3.860 -0.691 -3.453
H -2.688 0.427 -1.625
C 0.439 3.501 -4.108
C 0.196 2.841 -2.779
N -0.904 3.209 -2.099
O 0.994 2.023 -2.330
H -0.482 3.854 -4.572
H 0.938 2.794 -4.764
H 1.101 4.355 -3.955
H -1.598 3.795 -2.523
H -1.085 2.762 -1.207
C -0.292 -3.074 -0.356
Si 0.006 -1.569 0.752
C -1.616 -1.369 1.791
C -1.391 -0.518 3.045
C -2.707 -0.684 0.959
C -2.201 -2.733 2.195
C 1.476 -2.124 1.897
C 2.088 -0.975 2.708
C 1.091 -3.245 2.874
C 2.582 -2.685 0.993
H -0.382 -4.000 0.220
H 0.530 -3.196 -1.068
H -1.206 -2.944 -0.944
H -0.988 0.471 2.799
H -0.712 -0.982 3.760
H -2.350 -0.361 3.557
H -2.401 0.299 0.603
H -3.607 -0.560 1.579
H -2.987 -1.289 0.094
H -1.519 -3.341 2.786
H -2.492 -3.318 1.320
H -3.105 -2.572 2.798
H 1.367 -0.488 3.368
H 2.516 -0.208 2.058
H 2.898 -1.363 3.341
H 0.380 -2.919 3.633
H 1.990 -3.588 3.405
H 0.667 -4.114 2.364
H 2.917 -1.959 0.251
H 2.260 -3.582 0.458
H 3.455 -2.958 1.600
*
```

Values from the calculation:
total energy	-78070.82177	eV
LUMO level (spin up / spin down)	0.01076 / 0.00713	Eh
orbital gap (spin up / spin down)	7.969 / 7.061	eV
relative energy (zero: lowest compared OMol25 entry of this formula, charge and spin)	0.0	kcal/mol

Mulliken population analysis, charges in e, atoms 1 to 2: -0.8560, -0.1092

---

Density functional theory data (ωB97M-V with the def2-TZVPD basis set) for a structure of composition C4H6O2 in a non-equilibrium geometry.

The geometry in ORCA input format:
```
! wB97M-V def2-TZVPD RIJCOSX def2/J DEFGRID3
* xyz 0 1
C -1.338 1.656 0.771
C 0.826 -1.653 0.327
C -1.092 0.399 1.001
C 0.406 -0.479 -0.075
O 1.546 -0.291 -2.073
O 0.648 0.311 -1.103
H -2.112 2.189 1.307
H -0.795 2.222 0.034
H 1.583 -2.187 -0.221
H 0.436 -2.109 1.215
H -1.508 -0.321 1.669
H 1.399 0.264 -2.850
*
```

Values from the calculation:
total energy	-8333.95066	eV
LUMO level	0.02582	Eh
orbital gap	9.659	eV
relative energy (zero: lowest compared OMol25 entry of this formula, charge and spin)	150.1	kcal/mol

Mulliken population analysis, charges in e, atoms 1 to 2: -0.5205, -0.8974

---

Density functional theory data (ωB97M-V with the def2-TZVPD basis set) for a structure of composition C25H30N9O3PdSi.

The geometry in ORCA input format:
```
! wB97M-V def2-TZVPD RIJCOSX def2/J DEFGRID3
* xyz 1 1
Pd -0.583 0.339 -0.523
N 0.423 -2.028 0.943
N -0.714 -2.151 1.727
C -1.950 -1.907 1.245
N -2.957 -2.291 2.029
N -2.050 -1.229 0.088
N -3.284 -1.180 -0.556
O -3.371 -0.334 -1.418
O -4.152 -2.015 -0.337
H 0.867 -2.928 0.824
H 1.059 -1.357 1.350
H -0.640 -2.539 2.654
H -2.775 -2.850 2.844
H -3.891 -2.270 1.657
C 9.508 -0.456 -9.842
O 9.562 0.074 -8.527
C 8.435 0.054 -7.790
C 8.538 0.599 -6.507
C 7.443 0.626 -5.677
C 6.213 0.110 -6.102
C 6.123 -0.431 -7.378
C 7.220 -0.464 -8.226
C 5.074 0.162 -5.188
N 5.115 0.615 -3.954
C 3.842 0.476 -3.477
C 3.011 -0.067 -4.427
N 3.814 -0.266 -5.524
C 1.626 -0.318 -4.201
C 0.731 -0.843 -5.147
C -0.576 -1.036 -4.791
C -0.981 -0.733 -3.487
N -0.160 -0.237 -2.581
C 1.127 0.000 -2.925
C 1.983 0.602 -1.923
N 1.421 0.965 -0.743
C 2.178 1.550 0.169
C 3.541 1.797 -0.014
C 4.128 1.444 -1.201
C 3.340 0.841 -2.189
H 10.504 -0.334 -10.255
H 8.790 0.091 -10.458
H 9.249 -1.518 -9.829
H 9.493 0.996 -6.190
H 7.518 1.048 -4.684
H 5.192 -0.847 -7.746
H 7.115 -0.893 -9.212
H 3.544 -0.649 -6.411
H 1.072 -1.097 -6.142
H -1.299 -1.430 -5.492
H -2.000 -0.905 -3.169
H 1.685 1.855 1.078
H 4.104 2.277 0.774
H 5.175 1.628 -1.403
C -0.453 3.768 -0.428
Si -1.678 2.859 0.672
C -2.062 3.923 2.168
C -3.259 2.521 -0.278
C -0.899 1.232 1.252
H -0.829 4.760 -0.687
H -0.272 3.231 -1.361
H 0.509 3.904 0.073
H -2.492 4.880 1.864
H -1.160 4.132 2.749
H -2.780 3.433 2.830
H -3.895 3.410 -0.285
H -3.838 1.711 0.168
H -3.061 2.248 -1.314
H -1.575 0.658 1.892
H 0.018 1.405 1.822
*
```

Values from the calculation:
total energy	-57316.62538	eV
LUMO level	-0.10993	Eh
orbital gap	7.057	eV
relative energy (zero: lowest compared OMol25 entry of this formula, charge and spin)	0.0	kcal/mol

Mulliken population analysis, charges in e, atoms 1 to 2: 0.5676, -0.4428

---

Density functional theory data (ωB97M-V with the def2-TZVPD basis set) for a cluster of 15 separate species, C50H90BN2O26S6 in total in a non-equilibrium geometry.

The geometry in ORCA input format:
```
! wB97M-V def2-TZVPD RIJCOSX def2/J DEFGRID3
* xyz -1 1
O -2.065 -0.093 1.562
C -1.588 -0.084 0.419
O -0.429 0.416 0.010
B -0.409 0.420 -1.462
O -1.693 -0.263 -1.805
C -2.391 -0.511 -0.817
O -3.502 -1.057 -0.777
O 0.735 -0.330 -1.983
C 1.494 0.501 -2.783
O 2.498 0.125 -3.429
C 0.827 1.913 -2.734
O -0.261 1.780 -1.991
O 1.297 2.898 -3.268
C -5.717 -1.715 -5.139
C -6.769 -0.687 -5.259
O -7.565 -0.758 -6.168
C -6.788 0.420 -4.220
H -6.103 -2.728 -5.031
H -5.066 -1.545 -4.282
H -5.020 -1.606 -5.970
H -5.759 0.779 -4.235
H -7.110 0.099 -3.230
H -7.351 1.278 -4.587
C 9.702 -3.887 -3.063
C 9.375 -3.045 -4.263
O 10.262 -2.648 -5.030
C 7.922 -2.911 -4.595
H 9.291 -4.870 -3.292
H 9.167 -3.444 -2.223
H 10.791 -3.917 -3.025
H 7.891 -2.760 -5.674
H 7.454 -2.084 -4.060
H 7.365 -3.785 -4.258
C 2.448 8.344 -7.823
C 3.388 7.588 -6.842
O 4.320 6.945 -7.259
C 3.172 7.736 -5.339
H 3.153 8.687 -8.581
H 2.041 9.178 -7.251
H 1.606 7.740 -8.161
H 3.531 6.888 -4.755
H 2.093 7.848 -5.236
H 3.711 8.584 -4.916
C 4.438 -1.688 1.787
C 5.400 -2.190 2.907
O 5.609 -1.452 3.865
C 5.958 -3.519 2.764
H 3.735 -0.946 2.165
H 3.683 -2.303 1.296
H 4.956 -1.204 0.959
H 6.801 -3.628 3.445
H 6.191 -3.764 1.728
H 5.149 -4.224 2.955
C -4.474 3.844 3.497
C -5.581 3.808 2.459
O -5.503 4.394 1.408
C -6.801 3.098 2.972
H -4.400 2.861 3.962
H -4.575 4.569 4.304
H -3.534 4.064 2.991
H -7.718 3.556 2.601
H -6.899 3.009 4.054
H -6.871 2.111 2.516
C -1.681 -5.274 2.426
C -0.250 -4.782 2.606
O 0.601 -5.036 1.755
C 0.026 -4.059 3.942
H -1.749 -6.105 1.725
H -2.313 -4.453 2.087
H -1.911 -5.609 3.438
H -0.365 -4.662 4.762
H -0.545 -3.133 4.010
H 1.095 -3.930 4.116
C -1.978 6.291 -1.205
C -1.339 7.505 -0.833
N -0.739 8.490 -0.522
H -1.621 5.808 -2.115
H -3.034 6.512 -1.357
H -1.788 5.612 -0.374
C 6.614 3.272 -5.742
C 6.586 2.245 -6.797
N 6.590 1.421 -7.624
H 7.132 4.171 -6.077
H 7.104 2.876 -4.853
H 5.586 3.587 -5.565
C -7.604 -3.013 3.311
C -7.411 -4.548 3.506
C -8.758 -5.115 4.057
S -9.442 -3.934 5.232
O -8.958 -4.226 6.617
O -10.870 -3.742 4.941
C -8.380 -2.522 4.525
H -8.109 -2.782 2.372
H -6.604 -2.611 3.152
H -6.555 -4.649 4.173
H -7.190 -5.024 2.550
H -8.723 -6.087 4.548
H -9.481 -5.218 3.248
H -7.748 -2.194 5.350
H -9.009 -1.706 4.169
C 0.225 -5.576 -3.578
C 1.600 -5.375 -4.145
C 2.514 -6.126 -3.148
S 1.602 -7.702 -2.853
O 1.732 -8.180 -1.501
O 1.959 -8.513 -3.996
C -0.026 -7.018 -3.098
H -0.498 -5.236 -4.319
H 0.222 -4.904 -2.721
H 1.817 -4.314 -4.263
H 1.599 -5.730 -5.175
H 2.650 -5.638 -2.182
H 3.495 -6.389 -3.543
H -0.426 -6.899 -2.091
H -0.543 -7.697 -3.775
C -3.492 -0.951 7.841
C -3.877 0.412 8.416
C -3.588 0.531 9.938
S -3.769 -1.248 10.511
O -5.034 -1.394 11.287
O -2.454 -1.714 10.985
C -4.033 -1.988 8.825
H -2.410 -1.076 7.809
H -3.899 -1.111 6.842
H -4.955 0.571 8.371
H -3.372 1.240 7.919
H -4.149 1.178 10.612
H -2.553 0.870 9.988
H -5.120 -2.052 8.789
H -3.763 -3.044 8.799
C 3.073 4.238 1.397
C 3.312 5.405 0.457
C 4.720 5.381 -0.108
S 5.710 4.229 0.986
O 6.793 4.965 1.637
O 6.003 3.021 0.184
C 4.364 3.931 2.229
H 2.890 3.366 0.770
H 2.197 4.385 2.029
H 3.234 6.310 1.059
H 2.575 5.456 -0.345
H 5.228 6.329 0.071
H 4.904 4.967 -1.099
H 4.472 4.757 2.932
H 4.418 3.020 2.824
C 1.209 0.686 -10.107
C -0.025 0.223 -10.816
C -1.226 0.555 -9.956
S -0.776 -0.084 -8.308
O -0.911 -1.528 -8.346
O -1.338 0.731 -7.203
C 0.972 0.376 -8.573
H 1.297 1.767 -10.218
H 2.140 0.273 -10.495
H 0.101 -0.823 -11.096
H -0.037 0.677 -11.806
H -2.295 0.395 -10.095
H -1.205 1.643 -9.903
H 1.543 -0.477 -8.206
H 1.226 1.164 -7.864
C 1.948 0.035 7.523
C 1.469 0.888 6.323
C 1.312 2.387 6.752
S 2.581 2.663 8.063
O 1.948 2.942 9.369
O 3.744 3.492 7.660
C 3.121 0.850 8.083
H 2.165 -0.972 7.168
H 1.095 -0.118 8.184
H 0.515 0.536 5.931
H 2.173 0.810 5.495
H 0.334 2.703 7.114
H 1.533 2.984 5.867
H 3.383 0.609 9.113
H 3.971 0.713 7.415
*
```

Values from the calculation:
total energy	-175213.38237	eV
LUMO level	0.03400	Eh
orbital gap	8.983	eV

Mulliken population analysis, charges in e, atoms 1 to 2: -0.7293, 0.5691

---

Density functional theory data (ωB97M-V with the def2-TZVPD basis set) for a structure of composition C11H19NOPSn in a non-equilibrium geometry.

The geometry in ORCA input format:
```
! wB97M-V def2-TZVPD RIJCOSX def2/J DEFGRID3
* xyz 1 1
C -0.735 -3.700 -1.565
C 0.088 -4.659 -2.120
C 1.472 -4.469 -2.341
C 2.191 -3.282 -2.065
C 1.621 -2.158 -1.503
Sn -0.223 -1.944 -0.709
P -2.420 -1.797 0.284
H -1.804 -3.971 -1.560
H -0.349 -5.604 -2.466
H 2.021 -5.288 -2.825
H 2.296 -1.287 -1.453
H 3.244 -3.252 -2.371
H -2.522 -1.662 1.691
H -3.287 -2.897 0.076
H -3.268 -0.735 -0.119
O 0.491 -0.063 -0.564
C 0.217 1.068 -0.129
C -1.070 1.400 0.590
C -0.873 1.810 2.051
C -0.405 3.251 2.222
C 0.969 3.571 1.634
C 1.040 3.422 0.109
N 1.154 2.038 -0.315
H -1.655 2.166 0.038
H -1.675 0.527 0.631
H -1.869 1.759 2.548
H -0.202 1.092 2.571
H -1.160 3.931 1.770
H -0.372 3.470 3.313
H 1.151 4.643 1.871
H 1.769 2.974 2.122
H 0.178 3.923 -0.383
H 1.963 3.946 -0.222
H 2.022 1.776 -0.811
*
```

Values from the calculation:
total energy	-30362.09800	eV
LUMO level (spin up / spin down)	-0.12951 / -0.12952	Eh
orbital gap (spin up / spin down)	6.737 / 6.735	eV
relative energy (zero: lowest compared OMol25 entry of this formula, charge and spin)	79.0	kcal/mol

Mulliken population analysis, charges in e, atoms 1 to 2: -0.6146, -0.4953